Record 1
ORCA calculation (ωB97M-V/def2-TZVPD) on C52H47AlN9P2Se2 as an isolated structure.

Calculated values
charge: +1
HOMO energy: -9.83 eV
orbital gap: 7.17 eV
LUMO level: -0.09801 Eh
F_max: 0.23 eV/A
spin multiplicity: 1

```
113
Properties=species:S:1:pos:R:3:forces:R:3
Al -1.8360 0.8571 -1.4226 -0.0250 0.0032 -0.2243
C 1.0249 6.7303 -1.9740 0.0074 0.0043 -0.0072
C 0.8665 6.5529 -0.4902 -0.0315 -0.0021 -0.0058
C 1.0087 7.6213 0.3896 0.0049 0.0054 -0.0102
C 0.8531 7.4572 1.7573 -0.0050 -0.0077 0.0034
C 0.5680 6.2040 2.2799 0.0016 0.0022 0.0058
C 0.4420 5.1196 1.4276 0.0217 -0.0011 0.0019
C 0.5755 5.3025 0.0547 -0.0023 0.0159 0.0010
N 0.4443 4.1813 -0.8202 -0.0077 0.0082 -0.0126
C -0.5939 3.3180 -0.8330 -0.0197 0.0419 -0.0012
N -1.7193 3.7210 -0.2248 0.0063 -0.0015 0.0276
C -2.9541 3.0527 0.0304 0.0149 0.0220 0.0033
C -3.2303 1.7801 -0.4672 -0.0079 -0.0465 0.0322
C -4.4783 1.2317 -0.1539 -0.0040 -0.0014 -0.0019
C -5.4037 1.9161 0.6111 -0.0022 0.0047 0.0030
C -5.0890 3.1809 1.0886 -0.0058 -0.0053 -0.0034
C -3.8675 3.7742 0.8132 -0.0007 -0.0032 -0.0025
C -3.5425 5.1417 1.3538 -0.0043 0.0023 -0.0031
N -0.4870 2.1545 -1.4641 0.0284 0.0085 -0.0236
C 0.7935 1.7655 -1.9970 -0.0071 0.0213 -0.0001
C 0.9139 1.6575 -3.3788 -0.0029 -0.0276 0.0060
C 2.0904 1.1964 -3.9467 -0.0111 0.0052 -0.0027
C 3.1501 0.8462 -3.1235 0.0051 -0.0035 -0.0003
C 3.0279 0.9648 -1.7476 0.0070 -0.0101 -0.0047
C 1.8564 1.4274 -1.1509 0.0112 -0.0064 0.0090
C 1.7819 1.5809 0.3423 0.0147 -0.0170 0.0061
H 1.1554 7.7810 -2.2236 -0.0075 0.0026 0.0008
H 0.1535 6.3543 -2.5128 0.0001 -0.0021 -0.0015
H 1.8979 6.1929 -2.3528 0.0012 0.0000 0.0043
H 1.2369 8.6010 -0.0110 -0.0001 0.0024 -0.0013
H 0.9603 8.3081 2.4163 0.0013 0.0013 0.0012
H 0.4595 6.0650 3.3470 0.0001 0.0041 0.0032
H 0.2458 4.1280 1.8205 -0.0068 -0.0044 -0.0073
H 1.2192 3.9475 -1.4233 0.0055 -0.0245 0.0308
H -1.6560 4.6491 0.1659 0.0038 -0.0103 0.0055
H -4.7321 0.2386 -0.5102 0.0035 -0.0027 -0.0026
H -6.3617 1.4715 0.8450 -0.0013 -0.0010 -0.0002
H -5.8057 3.7217 1.6946 -0.0016 0.0001 0.0014
H -4.3790 5.5288 1.9313 0.0017 -0.0032 0.0059
H -3.3422 5.8649 0.5567 -0.0018 -0.0006 -0.0042
H -2.6711 5.1219 2.0146 0.0036 0.0003 0.0030
H 0.0734 1.9403 -4.0012 -0.0025 0.0029 -0.0043
H 2.1784 1.1139 -5.0216 -0.0003 0.0024 -0.0025
H 4.0747 0.4858 -3.5558 -0.0009 0.0027 0.0024
H 3.8574 0.6882 -1.1068 0.0019 -0.0029 0.0009
H 2.4665 0.8870 0.8283 0.0048 0.0043 -0.0030
H 0.7785 1.4023 0.7349 0.0067 -0.0078 -0.0065
H 2.0774 2.5905 0.6419 -0.0077 -0.0078 0.0047
Se -0.2543 -5.2261 -2.5840 -0.0267 0.0220 0.0010
P 0.5121 -4.2923 -0.8726 -0.0085 -0.0195 -0.0433
C 0.2516 -5.2421 0.6470 0.0017 -0.0079 -0.0006
C 1.0002 -5.0328 1.8046 0.0083 -0.0004 -0.0103
C 0.8187 -5.8522 2.9065 -0.0062 0.0106 -0.0102
C -0.1108 -6.8815 2.8623 -0.0060 -0.0096 -0.0028
C -0.8651 -7.0884 1.7175 0.0155 0.0012 -0.0083
C -0.6824 -6.2748 0.6105 0.0187 -0.0064 0.0029
C 2.2961 -3.9856 -1.0076 -0.0020 0.0262 0.0104
C 2.7522 -2.8490 -1.6746 0.0158 0.0070 0.0257
C 4.1100 -2.6647 -1.8778 0.0299 -0.0091 0.0052
C 5.0199 -3.6126 -1.4266 -0.0075 0.0094 -0.0088
C 4.5679 -4.7513 -0.7763 -0.0149 -0.0075 -0.0009
C 3.2086 -4.9422 -0.5719 -0.0054 -0.0012 0.0159
C -0.1926 -2.5971 -0.6660 0.0635 0.0587 0.0595
C -0.4480 -1.6262 0.3459 -0.0819 -0.0794 -0.0192
N -0.9739 -0.5836 -0.3038 0.0923 -0.0400 0.0833
N -1.0095 -0.8744 -1.5954 -0.0529 0.0869 0.0377
N -0.5583 -2.0673 -1.8481 -0.0300 -0.0465 0.0220
P -0.3091 -1.2826 2.1482 0.0174 0.0263 -0.0062
Se -1.3705 0.4629 2.6561 -0.0128 0.0090 0.0220
C 1.4668 -1.1331 2.4773 -0.0222 -0.0122 -0.0349
C 2.4014 -1.7638 1.6665 0.0334 0.0551 0.0005
C 3.7593 -1.6152 1.9061 0.0126 0.0037 0.0031
C 4.1864 -0.8317 2.9692 -0.0006 -0.0055 -0.0075
C 3.2562 -0.1930 3.7799 -0.0076 0.0021 0.0009
C 1.8987 -0.3338 3.5329 0.0000 -0.0142 0.0149
C -0.9217 -2.7210 3.0351 -0.0308 0.0097 0.0274
C -0.4716 -2.9317 4.3356 -0.0239 -0.0121 0.0087
C -1.0709 -3.9008 5.1234 0.0062 0.0074 -0.0061
C -2.1134 -4.6608 4.6126 -0.0047 0.0029 -0.0088
C -2.5544 -4.4588 3.3119 -0.0015 -0.0010 0.0175
C -1.9663 -3.4836 2.5232 0.0175 0.0001 -0.0193
H 1.7428 -4.2469 1.8516 0.0026 -0.0161 -0.0121
H 1.4067 -5.6872 3.7993 0.0100 0.0026 0.0111
H -0.2432 -7.5253 3.7224 -0.0024 0.0020 0.0028
H -1.5865 -7.8938 1.6779 -0.0018 -0.0038 0.0004
H -1.2381 -6.4522 -0.3011 -0.0039 0.0042 -0.0050
H 2.0513 -2.1063 -2.0371 -0.0008 -0.0061 -0.0071
H 4.4591 -1.7818 -2.3973 -0.0016 0.0007 -0.0009
H 6.0798 -3.4678 -1.5912 0.0005 0.0001 0.0019
H 5.2716 -5.4987 -0.4350 0.0001 -0.0020 0.0019
H 2.8607 -5.8411 -0.0797 -0.0065 -0.0061 0.0098
H 2.0836 -2.3429 0.8151 0.0060 -0.0259 -0.0508
H 4.4726 -2.1053 1.2549 -0.0032 -0.0003 0.0065
H 5.2444 -0.7104 3.1624 0.0014 0.0013 0.0002
H 3.5895 0.4259 4.6026 0.0000 0.0007 0.0020
H 1.1687 0.1908 4.1370 0.0071 0.0068 0.0039
H 0.3365 -2.3328 4.7375 0.0004 0.0000 0.0042
H -0.7266 -4.0600 6.1368 -0.0002 -0.0002 0.0017
H -2.5832 -5.4163 5.2290 0.0003 -0.0020 0.0005
H -3.3610 -5.0588 2.9121 -0.0017 -0.0015 -0.0016
H -2.3249 -3.3169 1.5139 0.0028 0.0045 0.0054
N -2.3172 -1.1414 -6.3583 0.0401 0.0152 -0.0109
C -2.6623 -0.1630 -5.4964 -0.0108 -0.0108 0.0053
C -2.1887 -0.1725 -4.1679 -0.0144 -0.0164 -0.0059
N -2.5400 0.7862 -3.3254 0.0107 0.0119 0.0205
C -3.3503 1.7703 -3.7545 0.0163 0.0067 0.0036
C -3.7837 1.7656 -5.0644 -0.0037 0.0050 0.0033
N -3.4499 0.8180 -5.9326 -0.0026 0.0012 0.0027
H -1.7983 -1.9460 -6.0559 -0.0147 -0.0072 0.0004
H -2.7162 -1.1334 -7.2805 -0.0109 -0.0042 0.0054
H -1.5411 -0.9617 -3.8101 0.0062 0.0051 0.0048
H -3.6415 2.5242 -3.0376 -0.0016 0.0016 0.0009
H -4.4305 2.5545 -5.4271 -0.0004 -0.0002 -0.0028
```
Forces are in eV/Å.



Record 2
ORCA calculation (ωB97M-V/def2-TZVPD) on one molecule with the formula C25H21N3O5 in a non-equilibrium geometry.

Calculated values
energy relative to the best compared isomer or geometry (same formula, charge and spin): 1.866 eV
HOMO energy: -7.91 eV
orbital gap: 8.19 eV
LUMO level: 0.01036 Eh
SMILES string: COc1ccc(-c2nn(-c3ccccc3)cc2C(=O)Nc2ccc(C(=O)O)cc2)cc1OC
F_max: 1.06 eV/A
spin multiplicity: 1

```
54
Properties=species:S:1:pos:R:3:forces:R:3
C 5.0718 1.3016 2.0804 0.4330 0.2581 0.0348
O 4.0688 0.3179 2.1933 -0.3250 -0.1417 -0.0614
C 2.8217 0.5029 1.6807 -0.1409 -0.0576 0.0248
C 1.9547 -0.5639 1.9113 0.1765 0.2352 0.0073
C 0.6609 -0.5709 1.4402 -0.0391 0.2142 -0.1292
C 0.1978 0.5101 0.7023 0.3476 -0.0106 0.4065
C -1.1354 0.5028 0.1204 -0.6236 0.1745 -0.5387
N -2.1827 0.0058 0.7473 0.3948 -0.1568 0.6782
N -3.2411 0.1805 -0.0501 0.6478 0.4152 -0.7256
C -4.5061 -0.2585 0.3551 -0.8135 -0.3770 0.4105
C -5.6574 0.1014 -0.3379 0.2576 0.0314 0.0040
C -6.8876 -0.3590 0.0952 -0.0258 -0.0551 0.0320
C -6.9813 -1.1698 1.2137 -0.0942 -0.0206 0.0234
C -5.8339 -1.5198 1.9073 -0.0719 0.0406 -0.0693
C -4.5991 -1.0693 1.4834 0.1481 0.0712 -0.1008
C -2.8904 0.7969 -1.2013 0.4287 0.0774 -0.0567
C -1.5301 1.0108 -1.1537 -0.5175 -0.0695 0.5134
C -0.7196 1.6599 -2.1948 0.1346 0.0696 -0.1556
O -1.0461 2.6960 -2.7395 -0.1587 0.0766 -0.0573
N 0.4772 1.0697 -2.5202 0.2367 0.3511 -0.3719
C 1.0242 -0.1351 -2.0854 0.2197 -0.6281 0.0666
C 0.2397 -1.2738 -1.9045 0.0596 0.0267 -0.1907
C 0.8108 -2.4325 -1.4270 0.2697 -0.1009 0.0671
C 2.1735 -2.4846 -1.1393 -0.0582 0.2420 -0.1306
C 2.7344 -3.7343 -0.5930 -0.1757 -0.5343 0.1407
O 2.0928 -4.7265 -0.3468 -0.0296 0.0572 -0.0091
O 4.0601 -3.6789 -0.3819 0.4864 0.2337 0.0186
C 2.9681 -1.3649 -1.3752 -0.1042 -0.2639 -0.0186
C 2.3987 -0.2061 -1.8537 -0.2198 0.0907 -0.0892
C 1.0395 1.5990 0.4940 -0.0809 0.0086 0.1478
C 2.3424 1.6185 0.9670 0.1340 0.0783 0.0555
O 3.1915 2.6788 0.7522 -0.0003 -0.4477 0.1758
C 2.6924 3.8236 0.1070 -0.0635 0.1899 -0.0868
H 5.3178 1.5122 1.0376 -0.0013 -0.0078 0.0943
H 5.9421 0.8754 2.5796 -0.0462 0.0464 -0.0385
H 4.7868 2.2306 2.5782 0.0396 -0.0730 -0.0448
H 2.3442 -1.3988 2.4717 0.0733 -0.1116 0.0699
H 0.0118 -1.4117 1.6203 -0.0650 -0.1439 0.0050
H -5.6038 0.7440 -1.2023 0.0146 0.0752 -0.0797
H -7.7791 -0.0775 -0.4449 -0.0580 0.0294 -0.0476
H -7.9455 -1.5240 1.5451 -0.0825 -0.0267 0.0282
H -5.9010 -2.1484 2.7822 0.0131 -0.0507 0.0715
H -3.6937 -1.3263 2.0089 0.0197 -0.0354 0.0486
H -3.5800 1.0153 -1.9896 -0.1906 0.0419 -0.1191
H 1.0783 1.6583 -3.0850 -0.1928 -0.0222 0.0842
H -0.8119 -1.2448 -2.1417 -0.0566 -0.0194 -0.0189
H 0.2154 -3.3187 -1.2704 -0.0616 -0.0728 0.0168
H 4.3640 -4.5214 -0.0103 -0.3057 0.0467 -0.0803
H 4.0258 -1.4106 -1.1709 0.0929 0.0286 0.0218
H 3.0119 0.6654 -2.0317 0.0548 0.1288 0.0459
H 0.6510 2.4479 -0.0460 0.0289 0.1195 -0.0353
H 2.3776 3.6100 -0.9199 -0.0212 -0.0004 0.0277
H 1.8559 4.2665 0.6561 0.0077 -0.0269 -0.0302
H 3.5227 4.5283 0.0868 -0.0955 -0.0039 -0.0352
```
Forces are in eV/Å.



Record 3
ORCA calculation (ωB97M-V/def2-TZVPD) on a 16-piece molecular cluster, C20H72N2O16 overall in a non-equilibrium geometry.

Calculated values
energy relative to the best compared isomer or geometry (same formula, charge and spin): 0.592 eV
HOMO energy: -8.72 eV
orbital gap: 8.21 eV
LUMO level: -0.01854 Eh
F_max: 7.35 eV/A
spin multiplicity: 1

```
110
Properties=species:S:1:pos:R:3:forces:R:3
C -11.7390 -9.9670 -16.8880 1.6284 1.6496 0.8625
C -10.9030 -8.6570 -16.5720 0.9074 -1.2079 0.4575
O -11.6770 -7.4830 -16.6830 -0.7525 -0.6063 1.2301
H -11.9620 -9.9760 -17.9440 -0.3778 -0.1815 -0.0605
H -12.5500 -9.7380 -16.2540 -1.7290 -0.3962 0.2443
H -11.2980 -10.8950 -16.5010 0.1233 0.3722 -0.3291
H -10.1440 -8.5520 -17.3690 0.2490 -0.0927 0.7653
H -10.4930 -8.6680 -15.4980 -0.1069 -0.3880 -1.8398
H -12.0100 -7.2990 -15.7700 0.2260 0.2341 -1.5091
C -12.4830 -11.6490 -13.9090 -0.9276 0.3383 -0.8316
C -13.5220 -10.5380 -13.5620 1.5987 -3.3950 2.4982
O -13.0020 -9.8780 -12.4380 -0.3048 1.2590 0.1576
H -12.2520 -12.2200 -13.0380 0.2228 -0.2530 0.8772
H -11.5470 -11.1990 -14.3080 -0.8151 -0.3137 0.1538
H -12.9240 -12.3740 -14.6030 0.3417 0.1835 -0.3113
H -14.5250 -10.9460 -13.3610 0.4228 -0.0415 0.4086
H -13.6380 -10.0030 -14.4040 -0.3532 2.7212 -2.8671
H -12.2250 -9.3110 -12.7020 -0.6626 -0.7591 0.0762
C -7.3190 -7.0630 -17.3660 0.4103 -0.9393 1.0948
C -6.6540 -5.9040 -17.9100 1.3474 1.8624 -1.7849
O -7.2290 -4.6950 -17.4970 -0.2019 1.8413 0.0782
H -6.8960 -7.0910 -16.3470 -0.7945 -1.0557 -0.3744
H -7.1500 -7.9300 -17.9960 0.7137 -0.3712 0.3729
H -8.3720 -7.0040 -17.3630 -1.3735 0.5086 0.3722
H -6.6280 -5.8340 -18.9920 0.0861 -0.6171 -0.5403
H -5.6340 -5.8960 -17.5470 0.6502 -0.2458 -0.2055
H -6.7780 -3.9750 -18.0020 -0.6725 -0.8661 0.7777
C -9.9810 -9.6720 -19.8100 -0.6594 3.0975 -0.7087
C -8.9380 -8.6740 -20.3350 0.2365 -1.1246 -0.4231
O -9.5110 -8.1190 -21.4940 -3.3291 -1.7707 1.5400
H -10.1680 -10.4790 -20.4520 -0.2116 -0.8854 -1.5413
H -10.9060 -9.0230 -19.7220 0.7821 -1.0192 0.2012
H -9.7350 -10.1380 -18.9180 0.5569 -0.4270 2.1243
H -7.9940 -9.1320 -20.6790 -0.0805 -0.2740 0.6157
H -8.6850 -7.8920 -19.6160 -0.2201 -0.0820 0.2325
H -8.8710 -7.6490 -21.9040 2.9511 2.4532 -2.2165
C -9.1900 -11.6880 -13.4830 -0.9717 5.3726 -4.8013
O -9.2920 -10.5140 -14.1600 0.7620 -5.1841 2.5751
N -9.3710 -12.8740 -14.0340 -0.0265 -0.5514 -1.4514
N -9.0200 -11.7450 -12.2170 2.3969 0.0837 6.9434
H -9.5440 -12.8790 -15.0210 -0.2867 -0.1762 0.2618
H -8.8870 -13.6530 -13.6380 -0.0643 -0.3903 -0.0028
H -8.5130 -10.9600 -11.6460 -1.6766 -2.0729 -1.7813
H -9.0370 -12.7180 -11.7570 0.0465 2.4696 -0.8497
C -13.9440 -12.9530 -17.1430 -0.7810 0.1006 -1.5142
O -14.9030 -13.1580 -18.1930 0.3462 -0.1271 -1.1079
H -14.3040 -12.1320 -16.5730 -0.5157 0.3784 1.0849
H -13.0340 -12.5710 -17.5470 1.0056 -0.2076 -0.2139
H -13.8300 -13.8770 -16.6030 0.2495 -0.1328 0.4779
H -14.4700 -13.1450 -19.0790 -0.4135 -0.0653 1.2673
C -13.6830 -10.8010 -19.9120 -0.3406 1.0863 -1.3804
O -13.3840 -9.5320 -20.5130 -0.7201 0.0907 1.0725
H -14.4540 -10.7670 -19.1700 -0.3343 0.9512 0.5919
H -12.8290 -11.2270 -19.4580 1.0757 -0.7474 0.3070
H -14.1370 -11.4050 -20.6690 0.0894 -0.9998 -0.6313
H -12.6880 -9.5960 -21.1660 0.1846 -0.3263 -0.0570
C -10.3290 -8.1120 -11.6610 0.8420 -1.3481 -0.5593
O -10.6840 -8.6960 -12.9080 -2.6754 3.6388 0.5617
H -11.1100 -7.4820 -11.2600 -0.0341 0.4406 -0.3658
H -9.3190 -7.6690 -11.6940 -0.5774 0.3546 -0.0003
H -10.2840 -8.9750 -11.0340 0.2325 -0.3805 1.3720
H -10.1020 -9.3540 -13.1720 2.2547 -2.2151 -1.0289
C -9.7630 -13.2020 -17.0540 -0.7870 1.4262 -2.4298
O -10.9050 -13.7090 -16.4620 -0.9443 -1.1259 0.4446
H -9.9220 -12.1410 -17.3820 0.1020 -0.7804 0.4963
H -9.5530 -13.7440 -17.9520 0.4185 -0.3261 -0.7282
H -8.9020 -13.2450 -16.4600 1.3951 -0.1954 0.9269
H -11.0770 -14.5930 -16.8390 0.0013 0.7244 0.4564
C -13.0740 -6.5540 -13.9430 1.6272 -1.2749 0.5113
O -12.6750 -5.6950 -14.9500 0.0529 1.2735 -0.6822
H -13.7110 -6.1780 -13.2010 -1.2822 1.1083 0.6533
H -12.1800 -6.8520 -13.4030 0.1389 -0.3791 0.1955
H -13.5080 -7.4410 -14.3600 -0.5607 -0.7247 -0.1961
H -11.6970 -5.7000 -14.9720 -0.2560 -0.0434 0.1669
C -9.5210 -4.8640 -15.3690 2.3633 -1.6023 4.9324
O -10.0540 -6.0960 -14.8070 0.4390 0.3049 -0.2591
H -8.4170 -4.8730 -15.0360 -1.6229 0.7798 -0.7209
H -10.0810 -4.0510 -14.9480 -0.0644 0.4625 0.6477
H -9.5740 -4.7400 -16.3590 -0.1623 -0.3577 -4.0100
H -9.3620 -6.8040 -14.6910 -0.9614 0.6345 -0.5378
C -14.2600 -4.7480 -18.0700 -0.6851 -1.4235 -0.1736
O -14.6050 -4.9650 -16.6930 -0.3252 0.7964 -1.1018
H -13.3570 -4.2170 -18.2160 1.5497 0.3415 0.3111
H -14.9410 -4.0550 -18.6220 -0.3804 -1.0775 0.7355
H -14.1180 -5.7750 -18.5390 -0.3427 1.4366 -0.1014
H -13.8830 -5.4720 -16.2950 0.1046 0.3385 0.1395
C -7.3330 -10.6030 -16.7240 2.1250 3.6626 -2.3503
O -6.5750 -10.2360 -15.5650 -0.5043 -0.3791 0.4738
H -8.2030 -9.9140 -16.9970 1.1207 -0.8484 1.0481
H -7.6130 -11.5810 -16.6630 -1.0521 -2.5407 0.0430
H -6.5630 -10.4830 -17.5880 -1.5034 -0.4012 0.9305
H -6.3360 -11.0770 -15.1420 -0.0472 0.6178 -0.0728
C -10.4710 -5.3850 -19.2130 -2.4232 2.5348 -0.0397
O -11.4240 -6.2970 -19.0040 -2.6429 -4.5663 1.6807
H -10.7340 -4.6800 -18.3910 1.7526 0.7925 -0.6895
H -10.7990 -5.0160 -20.1900 1.1103 0.8303 -0.0371
H -9.5790 -5.8980 -19.2150 2.9276 -0.0277 -0.0140
H -11.2810 -6.7250 -18.1060 -0.8108 0.7260 -1.2906
C -7.2630 -7.4260 -13.7230 0.5347 -0.9765 -1.7591
O -8.2260 -8.0800 -14.5500 -0.0194 1.3646 -0.0394
H -7.2180 -8.1350 -12.8590 0.7869 1.5326 0.0000
H -7.6610 -6.4220 -13.6160 0.1884 0.0513 1.0310
H -6.3020 -7.3110 -14.3520 -0.9166 -0.3762 1.4852
H -7.9620 -8.9870 -14.5460 -0.1904 -1.3650 -0.4827
C -14.7840 -8.1700 -17.3730 -0.5700 0.8077 -1.3445
O -16.0190 -7.5300 -17.4530 -2.3865 -1.4440 0.5600
H -14.8120 -9.0980 -16.8520 -0.6799 -0.8194 0.4252
H -14.2130 -7.5110 -16.8140 2.0617 0.8975 0.8882
H -14.4020 -8.3340 -18.3690 0.6666 -0.1372 -0.2742
H -16.0350 -6.7150 -17.9360 0.7050 0.4975 -0.2151
```
Forces are in eV/Å.



Q: Which formula does entry 2 have?
A: C25H21N3O5



Q: Number 3 is which compound?
A: C20H72N2O16



Q: Which of these has the lowest orbital gap?
A: C52H47AlN9P2Se2